(1)
Here is a 2-piece molecular cluster, C2H9NO2 overall from OMol25. Energies are from ωB97M-V/def2-TZVPD.

Summary:
Kohn-Sham gap (eV): 9.53
Energy relative to the best compared isomer or geometry (same formula, charge and spin) (kJ/mol): 12.1
Max |F| (eV/Å): 0.94
HOMO energy (eV): -9.103

Geometry as XYZ:
```
14
Properties=species:S:1:pos:R:3:forces:R:3:lowdin_charge:R:1
O 1.353 -0.640 1.890 0.7 -0.1 -0.1 -0.05
O -0.802 -1.241 -0.066 0.2 0.1 0.0 -0.08
N -0.123 1.088 -0.390 -0.2 -0.9 0.3 -0.10
C 0.312 0.853 -1.768 0.3 -0.3 0.5 -0.13
C -1.147 0.152 0.038 0.3 -0.2 -0.5 -0.30
H 1.803 -0.836 1.057 -0.2 0.0 0.0 0.05
H -1.410 0.361 1.074 -0.2 0.2 -0.1 0.12
H -0.555 0.781 -2.413 -0.1 0.2 -0.2 0.08
H -0.279 -1.493 0.708 -0.2 0.2 -0.1 0.05
H -1.988 0.262 -0.650 -0.1 0.1 0.3 0.11
H 2.087 -0.669 2.524 -0.4 0.0 0.0 0.06
H 0.658 0.922 0.235 0.1 0.4 0.0 0.07
H 0.977 1.651 -2.059 -0.1 0.5 -0.3 0.07
H 0.893 -0.063 -1.899 -0.1 -0.3 0.0 0.07
```
Forces are in eV/Å.

=====

(2)
Here is one molecule with the formula C24H28N6O2S in a non-equilibrium geometry from OMol25. Energies are from ωB97M-V/def2-TZVPD.

Summary:
Kohn-Sham gap (eV): 8.35
Energy relative to the best compared isomer or geometry (same formula, charge and spin) (kJ/mol): 13.8
Max |F| (eV/Å): 1.24
HOMO energy (eV): -7.781

Geometry as XYZ:
```
61
Properties=species:S:1:pos:R:3:forces:R:3:lowdin_charge:R:1
S 0.724 1.953 -1.169 0.1 0.2 -0.2 1.01
O -4.172 -1.446 -1.320 -0.1 -0.1 -0.2 0.05
O 3.419 4.178 -0.659 0.0 0.3 -0.3 0.05
N 4.863 -0.187 0.225 0.1 0.2 0.1 -0.11
N -0.944 -0.101 -0.508 0.2 0.4 0.8 -0.05
N -0.109 0.956 1.229 0.3 0.7 -0.5 -0.01
N 3.585 2.299 0.564 0.4 -0.1 0.2 -0.06
N -3.709 -1.333 0.882 0.0 -0.1 0.2 0.09
N -0.895 -0.032 1.682 -0.7 -0.9 0.5 0.07
C 5.172 -2.473 0.924 -0.1 0.0 0.0 -0.03
C -2.347 -1.806 0.743 0.0 0.1 -0.1 -0.09
C 5.379 0.985 -0.447 0.1 0.2 0.2 -0.14
C -8.206 -0.492 -0.458 0.1 0.0 0.0 -0.26
C -1.226 -0.471 -1.866 -0.1 -0.3 -0.6 -0.02
C 5.018 2.232 0.371 0.3 0.1 -0.4 -0.11
C -8.402 0.418 0.576 0.1 0.0 0.0 -0.04
C -6.925 -0.976 -0.678 0.1 0.0 0.1 0.02
C -0.139 0.911 -0.080 0.0 0.0 0.2 -0.63
C 3.429 -0.110 0.400 -0.2 0.1 0.3 -0.13
C 3.086 1.125 1.240 -0.3 -0.4 -0.1 -0.12
C -4.515 -1.141 -0.190 0.1 -0.1 0.3 -0.44
C 2.881 3.265 -0.060 -0.3 0.1 0.1 -0.53
C 5.796 -3.698 0.806 0.0 0.0 0.0 -0.09
C -6.069 0.344 1.140 0.1 -0.1 -0.1 -0.04
C 1.362 3.196 0.012 -0.1 0.0 -0.3 -0.32
C 6.741 -3.916 -0.183 0.1 -0.1 -0.1 -0.11
C 7.049 -2.887 -1.054 0.1 -0.2 0.0 -0.09
C -1.389 -0.668 0.657 0.2 0.0 0.0 -0.29
C 6.422 -1.659 -0.949 -0.1 0.2 0.0 -0.03
C -9.354 -0.951 -1.302 0.0 -0.1 0.0 -0.05
C -5.858 -0.579 0.120 -0.3 0.2 -0.1 -0.13
C 5.469 -1.427 0.045 0.2 -0.2 0.0 -0.23
C -7.342 0.838 1.360 -0.1 0.0 0.1 -0.07
H 3.058 -1.006 0.894 0.0 0.0 0.0 0.11
H -2.300 -2.410 -0.166 0.0 0.0 0.2 0.13
H 5.504 2.181 1.350 0.0 0.0 -0.1 0.13
H 5.549 -4.488 1.500 0.0 0.0 0.1 0.10
H -6.734 -1.675 -1.479 0.0 0.0 -0.1 0.12
H -9.009 -1.278 -2.279 0.0 0.0 -0.1 0.08
H 2.928 -0.021 -0.580 0.0 0.0 0.1 0.12
H -2.251 -0.841 -1.943 0.2 0.1 0.0 0.07
H -9.392 0.808 0.760 -0.1 0.1 0.0 0.11
H -1.106 0.406 -2.500 -0.1 0.0 0.0 0.08
H -3.992 -1.003 1.790 -0.1 -0.1 -0.1 0.13
H 4.460 -2.319 1.721 0.0 0.0 0.1 0.10
H 6.669 -0.886 -1.661 0.0 0.1 0.0 0.10
H 2.014 1.175 1.423 0.2 0.1 0.0 0.08
H 3.599 1.049 2.205 -0.1 0.0 0.0 0.14
H -9.854 -1.793 -0.820 -0.1 0.0 0.0 0.09
H -0.532 -1.246 -2.200 0.0 0.1 0.0 0.10
H -2.094 -2.415 1.614 0.0 0.0 -0.1 0.13
H 0.971 2.935 0.992 0.0 0.0 0.0 0.07
H 7.231 -4.874 -0.271 0.0 -0.1 0.0 0.10
H 7.781 -3.041 -1.835 0.1 0.0 -0.1 0.10
H 4.963 1.092 -1.463 0.1 0.0 0.0 0.14
H 0.973 4.160 -0.317 0.1 -0.1 0.1 0.09
H -10.084 -0.156 -1.429 -0.1 0.0 -0.1 0.08
H 5.335 3.135 -0.151 0.0 -0.1 0.1 0.12
H 6.465 0.918 -0.510 0.0 0.0 0.0 0.12
H -7.508 1.560 2.146 0.0 0.1 0.1 0.11
H -5.246 0.707 1.740 0.1 0.0 0.0 0.11
```
Forces are in eV/Å.

=====

(3)
Here is C16H18N4O4SSm as an isolated structure in a non-equilibrium geometry from OMol25. Energies are from ωB97M-V/def2-TZVPD.

Summary:
Kohn-Sham gap (spin up / spin down) (eV): 7.19 / 7.25
Net charge: +1
⟨S²⟩: 8.758
Max |F| (eV/Å): 2.37
Spin multiplicity: 6
HOMO energy (spin up / spin down) (eV): -10.867 / -10.869

Geometry as XYZ:
```
44
Properties=species:S:1:pos:R:3:forces:R:3:lowdin_charge:R:1
Sm 0.022 -0.635 0.720 0.4 -1.1 -2.1 1.62
S 2.617 -0.323 0.045 0.1 -0.1 0.0 0.54
O 0.199 0.743 2.407 -0.1 0.4 0.9 -0.16
O 0.880 2.240 4.491 0.0 -0.1 0.1 0.11
O -0.372 -3.040 0.477 0.1 -0.1 -0.1 -0.25
O -0.573 -1.290 2.721 -0.3 -0.3 1.2 -0.16
N 1.225 1.778 -1.145 1.1 0.4 0.0 -0.02
N -2.204 -0.021 -0.088 -0.4 0.5 -0.3 -0.03
N 3.442 1.997 -0.856 0.1 0.0 0.0 0.10
N 0.084 1.186 -0.795 -1.7 0.8 -1.0 -0.14
C 2.360 1.238 -0.674 -0.8 0.4 -0.5 -0.85
C -0.147 -0.191 3.227 -0.1 0.2 0.9 -0.53
C -3.462 1.866 -0.868 0.3 -0.1 -0.1 0.01
C -0.442 -1.046 5.513 0.0 0.0 0.1 -0.01
C 0.545 1.313 6.604 0.0 0.0 0.1 0.01
C 0.136 0.278 7.415 0.0 0.0 0.0 -0.04
C -3.316 -0.481 0.504 0.3 0.1 -0.1 -0.11
C -4.588 1.387 -0.233 -0.1 -0.3 0.2 -0.02
C -0.365 -0.913 6.876 0.0 0.0 0.0 -0.07
C -2.267 1.149 -0.779 -0.6 -0.3 0.4 -0.21
C -0.034 -0.005 4.662 0.0 0.1 -0.1 -0.07
C -1.010 2.731 -2.384 0.1 0.1 0.1 -0.02
C 0.466 1.191 5.217 0.0 0.0 -0.1 -0.24
C 0.118 -4.198 -0.243 0.0 0.1 -0.1 -0.05
C -4.518 0.187 0.472 -0.3 0.2 -0.2 -0.03
C -1.029 1.675 -1.333 2.0 -0.6 0.5 -0.25
H -0.727 -3.332 1.322 0.0 -0.1 0.2 0.09
H -0.688 -1.716 7.525 0.0 0.0 0.0 0.11
H 0.932 2.238 7.013 0.0 -0.1 0.0 0.13
H -0.174 2.555 -3.060 0.0 0.0 0.1 0.08
H -3.491 2.805 -1.405 0.0 -0.1 0.0 0.12
H 0.770 2.036 3.550 0.0 0.0 -0.1 0.09
H 0.519 -3.844 -1.186 0.0 0.1 0.0 0.09
H -0.826 -1.955 5.067 0.0 0.0 0.0 0.12
H -0.848 3.719 -1.938 0.0 -0.1 -0.1 0.11
H 3.341 2.910 -1.271 0.0 0.0 0.0 0.12
H 0.905 -4.689 0.323 0.0 0.0 0.1 0.10
H 0.201 0.393 8.491 0.0 0.0 -0.1 0.12
H 4.337 1.685 -0.530 0.1 0.0 -0.1 0.10
H -0.695 -4.891 -0.434 -0.1 0.0 0.0 0.10
H -1.937 2.743 -2.953 0.0 0.0 0.0 0.08
H -5.380 -0.223 0.980 0.0 0.0 0.0 0.12
H -5.516 1.944 -0.273 0.0 0.0 0.0 0.12
H -3.222 -1.423 1.026 0.0 -0.1 0.1 0.12
```
Forces are in eV/Å.

=====

(4)
Here is one molecule with the formula C24H34N2OS2 in a non-equilibrium geometry from OMol25. Energies are from ωB97M-V/def2-TZVPD.

Summary:
Kohn-Sham gap (eV): 8.75
Max |F| (eV/Å): 3.02
HOMO energy (eV): -8.065

Geometry as XYZ:
```
63
Properties=species:S:1:pos:R:3:forces:R:3:lowdin_charge:R:1
S -5.670 -1.462 0.529 -0.4 0.2 -0.4 0.64
S 1.247 -1.192 1.078 -1.3 -0.2 -0.2 0.97
O 4.036 -0.359 -1.076 0.1 0.4 1.3 -0.20
N -0.761 -0.710 -1.225 0.9 0.1 1.1 -0.09
N 0.268 2.923 5.178 -0.1 0.4 -0.6 -0.03
C -0.332 0.889 2.348 -1.6 0.4 -1.8 -0.04
C 0.647 -3.945 0.339 -1.4 0.4 -1.7 -0.08
C -1.269 -3.086 -1.750 1.6 -1.0 1.8 0.00
C 1.487 2.058 -1.302 0.3 0.6 -0.6 -0.19
C -0.114 0.038 1.178 -1.5 0.4 -0.8 -0.39
C 0.423 1.369 -2.232 0.4 0.1 0.1 -0.17
C -0.080 -4.916 -0.494 -0.5 1.4 -0.6 -0.08
C -2.124 1.017 -0.022 1.4 -0.1 0.8 -0.12
C -0.517 -2.115 -0.931 -0.5 -1.6 -0.2 -0.22
C -1.701 2.822 3.558 0.7 0.5 -1.6 -0.14
C -0.974 0.090 -0.033 -0.8 1.8 2.3 -0.19
C 5.330 -2.396 -0.996 -1.1 0.6 -0.2 -0.08
C -3.060 1.024 -1.291 0.1 -1.4 0.9 -0.12
C -1.460 1.853 2.334 0.5 -1.7 -1.3 -0.18
C 2.997 1.762 -1.696 0.1 0.7 0.9 -0.15
C 4.785 -1.149 -0.159 0.8 -2.2 -0.6 -0.29
C 3.785 0.962 -0.569 0.4 0.6 -1.3 -0.22
C 0.346 -0.198 -2.099 0.0 0.0 -1.2 -0.14
C 0.427 -2.516 0.114 -1.4 -1.1 -1.3 -0.40
C -1.052 -4.514 -1.529 1.3 2.0 1.3 -0.07
C -5.315 -0.351 -0.913 -0.2 -0.1 -1.3 -0.55
C -2.332 1.866 1.147 1.2 -0.6 0.2 0.02
C -0.335 3.541 3.960 0.0 -0.3 -0.1 -0.28
C -3.788 -0.407 -1.335 -0.3 -0.2 0.6 -0.25
H -3.717 -0.883 -2.351 0.0 0.6 0.9 0.10
H -2.478 1.090 -2.243 -0.4 0.3 1.0 0.10
H 0.071 -6.021 -0.385 0.0 1.3 0.2 0.10
H 3.237 0.976 0.414 0.4 -0.2 -0.9 0.10
H 4.791 1.453 -0.427 -0.9 -0.4 0.1 0.12
H -5.630 0.706 -0.725 0.2 -1.0 0.0 0.06
H -3.192 2.586 1.128 0.9 -0.8 0.1 0.11
H 3.108 1.288 -2.708 -0.1 0.1 1.1 0.12
H 1.333 3.175 -1.407 0.1 -1.1 0.2 0.11
H 4.156 -1.596 0.668 0.5 0.9 -0.7 0.09
H -2.377 3.637 3.163 0.4 -1.0 0.6 0.11
H -5.905 -0.747 -1.791 0.4 0.6 1.1 0.07
H 0.130 -0.596 -3.138 0.2 0.2 1.1 0.13
H -1.617 -5.264 -2.142 0.8 0.8 0.8 0.10
H 1.373 1.837 -0.211 -0.3 0.0 -1.0 0.09
H -0.504 4.631 4.173 0.0 -1.1 -0.1 0.11
H 6.220 -2.103 -1.611 -0.7 -0.4 0.7 0.07
H 1.314 -0.684 -1.788 -0.6 0.9 -0.2 0.11
H 5.502 -3.293 -0.349 0.2 0.9 -0.5 0.07
H 5.695 -0.638 0.257 -1.0 0.0 -0.2 0.12
H 0.383 3.499 3.084 -0.9 0.1 0.7 0.11
H 0.575 1.970 4.978 -0.1 0.4 0.1 0.04
H -0.566 1.885 -2.075 0.9 -0.8 -0.1 0.10
H -7.004 -1.765 0.332 1.0 0.4 -0.1 -0.15
H 3.514 2.765 -1.775 -0.5 -1.0 0.0 0.11
H -1.994 -2.744 -2.527 0.8 -0.1 0.9 0.10
H 4.490 -2.669 -1.703 1.0 0.2 0.7 0.08
H -3.273 -1.128 -0.635 -0.4 0.9 -0.8 0.08
H -2.184 2.309 4.425 0.5 0.4 -0.7 0.12
H -3.830 1.836 -1.228 0.8 -0.6 -0.1 0.11
H 0.340 0.832 3.239 -0.6 -0.1 -1.0 0.09
H 0.694 1.591 -3.309 -0.1 -0.2 1.2 0.12
H 1.097 3.462 5.440 -0.3 -0.3 -0.1 0.06
H 1.356 -4.297 1.119 -0.7 0.3 -0.7 0.10
```
Forces are in eV/Å.

=====

(5)
Here is C31H27BrCl2FeINP as an isolated structure from OMol25. Energies are from ωB97M-V/def2-TZVPD.

Summary:
Kohn-Sham gap (spin up / spin down) (eV): 7.89 / 7.86
Net charge: +1
⟨S²⟩: 6.015
Max |F| (eV/Å): 0.72
Spin multiplicity: 5
HOMO energy (spin up / spin down) (eV): -10.338 / -10.606

Geometry as XYZ:
```
65
Properties=species:S:1:pos:R:3:forces:R:3:lowdin_charge:R:1
I -1.547 2.092 -1.838 -0.1 0.1 -0.2 1.19
Br -4.835 3.077 -1.191 0.0 -0.1 0.0 0.76
Fe -0.061 0.125 -0.467 0.2 -0.1 0.3 0.24
Cl 2.247 1.364 0.085 0.1 -0.2 -0.1 0.58
Cl 1.957 -1.577 0.174 0.2 0.1 0.1 0.62
P -0.699 0.436 2.182 0.0 0.3 -0.5 1.04
N 0.651 -0.273 -2.441 -0.1 0.1 -0.2 -0.10
C -0.503 -0.101 3.906 0.0 -0.1 0.0 -0.36
C -0.478 3.158 2.521 0.0 0.0 0.0 -0.11
C -0.791 0.153 6.282 0.0 0.0 0.0 -0.07
C 0.124 -1.401 -2.940 0.1 0.0 0.0 -0.12
C -3.436 4.320 -0.996 0.0 0.2 0.0 -0.76
C -2.103 3.990 -1.194 0.0 0.1 0.2 -0.70
C -2.729 -1.523 -0.620 0.1 -0.1 0.0 -0.14
C -3.174 3.735 2.290 0.0 0.0 0.0 -0.08
C 3.095 -0.217 0.096 0.0 0.1 0.0 -0.87
C -2.269 4.758 2.531 0.0 0.0 0.0 -0.08
C -2.003 -0.574 1.441 0.1 -0.1 0.1 -0.44
C -0.915 4.468 2.642 0.0 0.0 0.0 -0.08
C -3.890 -1.960 -0.003 0.0 0.0 0.1 -0.08
C 1.313 0.330 -4.655 0.0 0.0 0.0 0.00
C -0.948 0.645 4.993 0.0 0.0 0.0 -0.08
C 1.239 0.571 -3.301 0.0 0.0 0.1 -0.18
C -2.737 2.424 2.169 0.0 -0.1 0.0 -0.08
C -1.439 6.221 -0.612 0.0 0.0 0.0 -0.07
C 0.145 -1.705 -4.286 0.0 0.0 0.1 0.01
C 0.247 -1.831 5.409 0.0 0.0 0.0 -0.08
C -0.199 -1.083 6.491 0.0 0.0 0.0 -0.08
C -4.104 -1.720 1.353 0.0 0.0 0.0 -0.07
C -3.765 5.617 -0.620 0.0 0.0 0.0 -0.13
C -1.385 2.121 2.297 0.0 0.0 0.1 -0.39
C 0.102 -1.339 4.123 0.0 0.0 0.0 -0.10
C 0.760 -1.099 -6.655 0.0 0.0 0.0 -0.02
C -1.728 -0.842 0.087 -0.7 -0.1 0.2 -0.31
C -2.770 6.561 -0.429 0.0 0.0 0.0 -0.07
C 0.742 -0.826 -5.183 0.0 0.0 -0.1 -0.24
C -3.158 -1.020 2.079 -0.1 0.0 0.0 -0.09
C -1.103 4.934 -0.999 -0.1 0.1 0.0 -0.15
H 0.579 2.937 2.620 0.0 0.0 0.0 0.10
H 0.455 -1.924 3.281 0.0 0.0 0.0 0.09
H -3.041 7.566 -0.137 0.0 0.0 0.0 0.12
H 1.687 -0.751 -7.108 0.0 0.0 0.0 0.09
H -4.230 3.954 2.200 0.0 0.0 0.0 0.11
H 1.665 1.471 -2.873 0.0 0.0 0.0 0.09
H -5.008 -2.074 1.830 0.0 0.0 0.0 0.11
H -0.068 4.664 -1.154 0.0 0.0 0.0 0.10
H -0.297 -2.630 -4.629 0.0 0.0 0.0 0.13
H -0.083 -1.463 7.497 0.0 0.0 0.0 0.11
H -4.635 -2.501 -0.571 0.0 0.0 0.0 0.11
H 1.809 1.044 -5.298 0.0 0.0 0.0 0.13
H 3.727 -0.240 0.975 0.0 0.0 0.0 0.04
H 0.642 -2.160 -6.866 0.0 0.0 0.0 0.09
H -3.316 -0.822 3.133 0.0 0.0 0.0 0.11
H -0.203 5.261 2.830 0.0 0.0 0.0 0.11
H 3.657 -0.294 -0.828 0.0 0.0 0.0 0.04
H -0.313 -2.082 -2.220 -0.1 0.0 0.0 0.11
H -2.609 -1.743 -1.676 0.0 0.0 -0.1 0.08
H -2.615 5.777 2.628 0.0 0.0 0.0 0.11
H 0.713 -2.794 5.570 0.0 0.0 0.0 0.11
H -3.454 1.636 1.976 0.0 0.0 0.0 0.10
H -1.136 0.738 7.124 0.0 0.0 0.0 0.11
H -0.660 6.956 -0.461 0.0 0.0 0.0 0.11
H -4.804 5.877 -0.475 0.0 0.0 0.0 0.11
H -1.414 1.609 4.841 0.0 0.0 0.0 0.10
H -0.063 -0.568 -7.138 0.0 0.0 0.0 0.10
```
Forces are in eV/Å.

=====

(6)
Here is C21H33N3O7P2Zn as an isolated structure in a non-equilibrium geometry from OMol25. Energies are from ωB97M-V/def2-TZVPD.

Summary:
Kohn-Sham gap (spin up / spin down) (eV): 3.77 / 5.56
Energy relative to the best compared isomer or geometry (same formula, charge and spin) (kJ/mol): 50.9
Max |F| (eV/Å): 4.12
HOMO energy (spin up / spin down) (eV): -5.035 / -6.195

Geometry as XYZ:
```
67
Properties=species:S:1:pos:R:3:forces:R:3:lowdin_charge:R:1
Zn 1.369 0.274 2.652 -0.4 -0.1 0.1 0.64
P 2.819 -0.377 -1.313 0.2 -0.6 -3.3 1.01
P -0.006 -2.576 -1.834 -1.4 -0.4 -3.9 0.97
O -0.725 0.365 2.529 -1.0 0.9 1.3 -0.15
O 1.188 0.484 4.712 -1.8 1.1 0.7 -0.12
O -3.986 1.547 0.973 1.9 0.5 0.7 0.07
O 0.352 1.306 6.553 -0.2 -0.4 -1.4 0.05
O -3.940 3.211 7.152 -0.2 -0.5 -2.1 0.06
O -5.333 3.304 5.461 1.8 -0.6 0.7 0.04
O -1.892 2.229 0.752 -2.2 -0.9 1.4 0.05
N -4.232 2.984 5.961 -1.5 1.0 1.3 -0.33
N 0.211 1.045 5.347 1.4 -0.5 0.5 -0.28
N -2.861 1.808 1.435 0.1 0.1 -1.5 -0.29
C 1.690 2.154 2.042 0.1 0.1 0.0 -0.24
C -3.267 2.337 5.101 0.9 -0.4 -0.3 -0.14
C -0.820 -3.251 -3.327 0.0 -0.4 0.2 -0.19
C 2.760 -2.192 -1.579 0.4 -0.3 0.3 -0.33
C 0.604 -0.059 -3.497 0.6 -2.8 0.5 -0.31
C -0.329 -0.246 -0.534 -0.9 0.0 0.3 -0.20
C -1.994 1.982 5.576 -0.3 0.0 -0.5 0.10
C -1.405 1.113 3.334 1.5 -1.2 -0.9 -0.25
C 3.537 -0.046 0.299 0.3 0.1 0.3 -0.23
C 1.676 -2.636 -2.558 0.6 0.1 0.4 -0.33
C 0.402 0.900 -1.193 0.4 0.9 -0.4 -0.23
C -1.050 1.377 4.724 -1.1 0.4 0.1 -0.05
C 1.333 0.493 -2.383 -0.6 2.2 1.9 -0.37
C 4.111 0.027 -2.560 0.4 0.0 0.2 -0.20
C -1.193 -1.233 -1.417 0.9 0.5 2.1 -0.37
C -3.604 2.165 3.752 0.2 0.1 -0.6 0.09
C -2.651 1.674 2.879 0.0 0.4 0.8 -0.07
C -2.065 -0.731 -2.474 -0.3 -0.8 0.3 -0.09
C -0.168 -3.931 -0.663 0.2 -0.3 0.5 -0.17
C -1.887 0.566 -3.093 -0.1 0.8 -1.2 -0.19
C -0.573 0.696 -3.959 -0.7 0.3 0.1 -0.22
H 1.831 -3.685 -2.871 -0.1 0.1 0.5 0.10
H 3.736 -2.474 -2.001 -0.2 0.0 0.4 0.09
H -1.913 1.360 -2.337 -0.1 -0.1 -0.1 0.11
H 0.807 2.418 1.444 0.3 0.1 0.1 -0.03
H 3.100 -0.710 1.071 0.0 0.4 -0.4 -0.02
H 4.626 -0.216 0.262 -0.3 0.0 -0.2 0.07
H -1.045 -3.760 -0.023 0.4 -0.1 -0.1 0.07
H 3.692 0.043 -3.575 -0.1 0.0 0.4 0.06
H -0.319 -4.846 -1.253 0.1 0.2 0.3 0.06
H 4.557 1.007 -2.356 -0.1 -0.1 0.0 0.06
H -0.687 -2.559 -4.168 0.0 0.0 0.4 0.07
H -0.808 0.343 -4.977 0.0 0.2 0.3 0.11
H -2.941 -1.348 -2.715 0.4 0.3 0.1 0.11
H 4.904 -0.731 -2.533 0.0 0.3 0.1 0.05
H 0.407 -0.834 0.055 -0.2 -0.1 -0.1 0.07
H -2.735 0.733 -3.768 0.1 0.2 0.2 0.11
H 2.615 2.439 1.524 -0.3 0.2 0.3 -0.04
H -1.733 2.157 6.614 -0.1 0.0 -0.2 0.13
H -1.889 -3.392 -3.130 0.2 -0.1 -0.1 0.06
H -4.583 2.466 3.381 0.3 0.0 0.1 0.14
H -0.331 -4.209 -3.552 -0.3 0.1 -0.1 0.05
H 1.685 -2.057 -3.496 -0.2 -0.3 0.7 0.06
H 1.875 1.410 -2.719 0.6 -0.2 0.8 0.11
H -0.304 1.673 -1.507 0.1 -0.2 -0.1 0.10
H 0.737 -4.034 -0.050 -0.4 0.0 0.0 0.05
H -0.335 1.771 -4.023 -0.3 0.2 -0.2 0.10
H 2.645 -2.690 -0.603 0.1 0.0 -0.3 0.08
H 1.615 2.670 3.011 0.2 0.2 -0.3 -0.02
H 1.194 -0.503 -4.296 0.2 0.5 -0.3 0.06
H -0.971 0.176 0.249 0.2 -0.1 -0.3 0.08
H 3.359 0.998 0.583 0.0 -0.4 0.0 0.01
H 0.989 1.406 -0.403 -0.2 -0.3 -0.3 0.08
H -1.850 -1.782 -0.690 0.5 0.1 -0.3 0.13
```
Forces are in eV/Å.